a | The following is a DFT calculation (ωB97M-V/def2-TZVPD) of 2 unconnected molecules or ions with the total composition CH3Br2P.

Computed properties:
HOMO (alpha / beta) (eV): -9.6 / -8.5
Lowest unoccupied orbital energy (alpha / beta) (eV): -0.908 / -0.511
Net charge: 0

```
7
Properties=species:S:1:pos:R:3:lowdin_charge:R:1
C 0.38885 0.67040 0.61943 -1.0547
P 1.39250 -0.82223 1.03503 0.3227
Br 1.43277 2.02135 -0.11513 0.5755
Br -0.32756 -2.08504 1.42396 0.1855
H -0.35133 1.18800 1.26391 -0.0129
H -1.62452 -0.21387 -0.88838 0.1009
H 1.86426 -1.12220 -0.21542 -0.1171
```

=====

b | The following is a DFT calculation (ωB97M-V/def2-TZVPD) of a molecular structure, CH3Br2P.

Computed properties:
HOMO (eV): -9.9
Lowest unoccupied orbital energy (eV): 0.105
Net charge: 0

```
7
Properties=species:S:1:pos:R:3:lowdin_charge:R:1
C 0.33815 0.48493 0.28187 -0.8960
P 0.05613 -0.66527 -1.20290 0.3214
Br -0.77355 2.21043 -0.20845 0.3677
Br 0.75986 -2.40090 -0.10807 0.1829
H 1.29497 0.93057 0.71479 0.0390
H -0.08279 0.19269 1.22443 -0.0256
H -1.59277 -0.75244 -0.70165 0.0106
```

=====

c | The following is a DFT calculation (ωB97M-V/def2-TZVPD) of a molecular structure, CH3Br2P.

Computed properties:
HOMO (eV): -8.7
Lowest unoccupied orbital energy (eV): -0.209
Net charge: 0

```
7
Properties=species:S:1:pos:R:3:lowdin_charge:R:1
C -0.49568 2.14695 -0.45372 -0.8544
P -1.93219 1.17257 1.25536 0.3993
Br 1.22397 2.50095 0.09569 0.5983
Br -3.12708 0.47902 -0.44998 0.1462
H -1.22984 3.05106 -0.57231 0.0335
H -0.64747 1.26339 -1.05036 -0.0782
H -1.35264 -0.00408 1.21826 -0.2447
```

=====

Quick one: most stable of them? b

=====

a | The following is a DFT calculation (ωB97M-V/def2-TZVPD) of a single C4H7ClN2O molecule.

Computed properties:
HOMO (eV): -9.1
Lowest unoccupied orbital energy (eV): 0.719
SMILES: O=C1NNCC[C@H]1Cl
Net charge: 0

```
15
Properties=species:S:1:pos:R:3:lowdin_charge:R:1
O 0.48971 2.12906 0.21554 0.0530
C -0.07484 1.06492 0.13818 -0.5194
N -1.42196 1.08920 -0.13034 0.0499
N -2.17013 -0.09401 -0.52882 -0.0361
C -1.70777 -1.21851 0.28627 -0.2385
C -0.25477 -1.48625 0.01602 -0.2446
C 0.59180 -0.29371 0.42556 -0.6164
Cl 2.24117 -0.40887 -0.22827 0.6512
H -1.53948 1.99920 -0.61899 0.1672
H -3.08955 0.08660 -0.15505 0.1031
H -1.82166 -0.96399 1.36895 0.1290
H -2.31407 -2.16115 0.01828 0.1494
H -0.01493 -2.44008 0.49713 0.1181
H -0.10066 -1.67017 -1.05732 0.1157
H 0.68084 -0.29710 1.52117 0.1186
```

=====

b | The following is a DFT calculation (ωB97M-V/def2-TZVPD) of a molecular structure, C4H7ClN2O.

Computed properties:
HOMO (eV): -8.4
Lowest unoccupied orbital energy (eV): 0.589
Net charge: 0

```
15
Properties=species:S:1:pos:R:3:lowdin_charge:R:1
C 1.67372 -0.63458 0.05754 -0.2609
C 0.45312 -1.39601 -0.01709 -0.1269
C -0.72263 -0.35764 -0.26487 -0.1642
C -0.24475 0.88711 0.51109 -0.2580
N 2.82632 -0.94936 -0.15426 -0.3707
N 1.14331 1.16271 0.53087 -0.0742
O 1.49920 1.87993 -0.62297 -0.0995
Cl 4.17924 0.01980 0.13381 0.6201
H 0.35100 -2.12867 -0.78642 0.1162
H 0.22567 -1.87590 0.87937 0.1016
H -0.79767 -0.24050 -1.30804 0.0788
H -1.76266 -0.66338 -0.07341 0.1158
H -0.84750 1.70310 -0.00036 0.1420
H -0.63893 0.55092 1.48163 0.1216
H 2.47615 1.80754 -0.72062 0.0583
```

=====

Quick one: most stable of them? a

=====

a | The following is a DFT calculation (ωB97M-V/def2-TZVPD) of a single CH2F2O2 molecule.

Computed properties:
HOMO (eV): -11.6
Lowest unoccupied orbital energy (eV): 0.877
SMILES: FCOOF
Net charge: 0

```
7
Properties=species:S:1:pos:R:3:lowdin_charge:R:1
F 1.42379 -1.29113 -0.13445 0.0058
C 0.73958 -0.14179 0.13156 -0.2182
O -0.38072 -0.09513 -0.68869 -0.0534
O -1.60435 -0.20038 -0.19250 -0.0024
F -2.17977 1.07145 -0.08580 -0.0320
H 0.47297 -0.14578 1.12584 0.1005
H 1.52851 0.80277 -0.15595 0.1997
```

=====

b | The following is a DFT calculation (ωB97M-V/def2-TZVPD) of a molecular structure, CH2F2O2.

Computed properties:
HOMO (eV): -9.4
Lowest unoccupied orbital energy (eV): 0.926
Net charge: 0

```
7
Properties=species:S:1:pos:R:3:lowdin_charge:R:1
C -1.42203 -0.27948 -0.07585 -0.2797
O 0.48392 1.48086 0.13488 -0.1056
O 0.21723 0.24437 0.72199 -0.1662
F -1.81370 0.84562 -0.49084 0.1630
F -2.05576 -0.75077 0.96885 0.1478
H -1.25721 -0.87670 -0.98751 0.1681
H 1.40710 1.47691 -0.06861 0.0725
```

=====

c | The following is a DFT calculation (ωB97M-V/def2-TZVPD) of a single CH2F2O2 molecule.

Computed properties:
HOMO (eV): -12.3
Lowest unoccupied orbital energy (eV): 0.585
SMILES: OC(O)(F)F
Net charge: 0

```
7
Properties=species:S:1:pos:R:3:lowdin_charge:R:1
O 0.90177 0.63802 -0.21016 0.1653
C -0.13165 -0.19352 -0.20032 -0.8028
O -0.24723 -0.75770 1.06985 0.0646
F -1.20801 0.51919 -0.60846 0.1194
F 0.01084 -1.22450 -1.00138 0.1699
H 0.94987 1.14473 -0.96705 0.0864
H -0.27558 -0.12624 1.91753 0.1972
```

=====

Quick one: most stable of them? c

=====

a | The following is a DFT calculation (ωB97M-V/def2-TZVPD) of a single C5H7P molecule.

Computed properties:
HOMO (alpha / beta) (eV): -10.4 / -7.8
Lowest unoccupied orbital energy (alpha / beta) (eV): -0.136 / -2.695
Net charge: 0

```
13
Properties=species:S:1:pos:R:3:lowdin_charge:R:1
C -2.36265 -0.34058 -0.01975 -0.2211
C -3.50770 -0.62739 -0.28563 0.1496
C -1.07615 -0.09817 0.67490 -0.2375
C -0.20437 0.46135 -0.42805 -0.3357
C 1.13484 0.42358 0.12470 -0.4897
P 2.24228 -0.93990 -0.01933 0.7673
H -1.20117 0.66823 1.58165 0.1674
H -0.72218 -1.02311 1.13344 0.1069
H -0.40017 -0.05106 -1.27567 0.0689
H -0.51213 1.47880 -0.54278 0.1155
H 1.48530 1.27673 0.88867 0.1079
H 3.44211 -0.24986 -0.58492 -0.0711
H 1.68198 -0.97863 -1.24722 -0.1283
```

=====

b | The following is a DFT calculation (ωB97M-V/def2-TZVPD) of a molecular structure, C5H7P.

Computed properties:
HOMO (alpha / beta) (eV): -8.7 / -8.7
Lowest unoccupied orbital energy (alpha / beta) (eV): -0.929 / -0.929
Net charge: 0

```
13
Properties=species:S:1:pos:R:3:lowdin_charge:R:1
C -1.51851 -0.22109 0.05617 -0.4988
C -2.80787 -0.27356 0.11418 0.0883
C -0.35805 -1.15122 -0.29843 -0.2472
C 1.02823 -0.58912 0.20004 -0.3532
C 1.38026 0.85710 -0.24806 -0.3487
P -0.20523 1.36856 0.10655 0.8818
H -0.61802 -1.98146 0.19951 0.0550
H -0.32724 -1.30569 -1.42719 0.1424
H 0.99970 -0.38148 1.31563 0.0969
H 1.85443 -1.25790 -0.04098 0.1036
H 1.77505 0.73890 -1.23903 0.0316
H -0.67312 2.77053 -0.27803 0.0173
H -0.52963 1.42643 1.53963 0.0310
```

=====

Quick one: most stable of them? b

=====

a | The following is a DFT calculation (ωB97M-V/def2-TZVPD) of a molecular structure, C5H10NP.

Computed properties:
HOMO (eV): -8.5
Lowest unoccupied orbital energy (eV): 0.188
Net charge: 0

```
17
Properties=species:S:1:pos:R:3:lowdin_charge:R:1
C 2.01158 1.27647 -1.29404 -0.1850
C -1.89710 -0.70489 -0.17782 -0.4983
C -2.49542 -1.88429 -0.90109 -0.2728
C 1.65604 0.70166 1.66658 -0.2156
C 0.39256 0.84901 0.82781 -0.4866
N 0.89692 1.61700 -0.85929 -0.0095
P -0.24167 -0.80191 0.19832 0.9342
H 2.41664 1.72276 -2.22257 0.0714
H 2.57328 0.47776 -0.78213 0.0582
H -2.71168 -0.07480 0.16217 0.0470
H -1.94400 -2.91392 -0.87798 0.0783
H -3.60822 -2.21910 -0.66116 0.0963
H -2.47736 -1.55449 -1.98986 0.0740
H 1.54205 0.84676 2.88108 0.1245
H 2.34780 1.56485 1.48956 0.0675
H 2.07761 -0.31591 1.46589 0.0428
H -0.53906 1.41303 1.07453 0.0737
```

=====

b | The following is a DFT calculation (ωB97M-V/def2-TZVPD) of a molecular structure, C5H10NP.

Computed properties:
HOMO (eV): -8.8
Lowest unoccupied orbital energy (eV): 0.437
Net charge: 0

```
17
Properties=species:S:1:pos:R:3:lowdin_charge:R:1
C -0.72696 0.53830 -0.91704 -0.5931
C 0.69567 1.04478 -0.90859 -0.2458
C 0.89632 1.21516 0.65029 -0.1912
C 0.53490 -0.13955 1.25862 -0.2727
C -0.56873 -1.76465 0.09282 -0.1871
N -0.75561 -0.47254 0.64668 -0.1131
P -1.99450 0.97114 -1.85506 0.8187
H 1.38704 0.22928 -1.24524 0.1159
H 0.90122 1.87976 -1.57672 0.0990
H 2.00014 1.48930 0.77112 0.1211
H 0.27971 2.05153 1.06077 0.1174
H 1.29547 -0.88023 1.08880 0.0906
H 0.48846 -0.06774 2.39794 0.1349
H -0.31550 -2.53966 0.81226 0.0895
H -1.39192 -2.02650 -0.46838 0.0474
H 0.38486 -1.63543 -0.46847 0.0791
H -3.11055 0.10706 -1.33980 -0.1105
```

=====

Quick one: most stable of them? b

=====

a | The following is a DFT calculation (ωB97M-V/def2-TZVPD) of 2 unconnected molecules or ions with the total composition C8H11NO2S.

Computed properties:
HOMO (eV): -8.4
Lowest unoccupied orbital energy (eV): -0.422
SMILES: C#C/C(NC(C)=O)=C(\C)O.C=S
Net charge: 0

```
23
Properties=species:S:1:pos:R:3:lowdin_charge:R:1
C 0.44660 -2.74657 2.18970 0.1322
C 0.39958 -1.87917 1.34462 -0.1187
C 0.32055 -0.97025 0.28865 -0.2113
N 1.53507 -0.53814 -0.32461 0.1387
C 1.69359 0.74059 -0.66571 -0.4682
C 3.06760 1.06242 -1.34870 -0.0001
O 0.83401 1.62229 -0.44098 0.0032
C -0.93967 -0.71485 -0.16741 -0.3387
C -2.15623 -1.26847 0.48940 -0.0220
O -1.11727 -0.01489 -1.29483 0.0681
H 0.62165 -3.21864 3.12683 0.0256
H 2.12747 -1.12963 -0.80258 0.1152
H 3.90935 1.18770 -0.70274 0.0523
H 3.43145 0.19012 -2.10524 0.1229
H 3.00065 1.99978 -1.92648 0.0756
H -2.22736 -2.29887 0.05907 0.1150
H -1.84753 -1.36648 1.52633 0.0750
H -3.09127 -0.68337 0.23329 0.0557
H -1.86809 0.53618 -1.28494 0.0424
C -1.91660 2.37551 0.46829 -0.4958
S -3.51828 2.01487 0.35825 0.6201
H -1.63574 3.44249 0.65652 0.0240
H -1.06954 1.65739 0.32327 -0.0115
```

=====

b | The following is a DFT calculation (ωB97M-V/def2-TZVPD) of a single C8H11NO2S molecule.

Computed properties:
HOMO (eV): -9.7
Lowest unoccupied orbital energy (eV): 0.597
SMILES: C=C1[C@H]2C=CCC[C@H]2NS1(=O)=O
Net charge: 0

```
23
Properties=species:S:1:pos:R:3:lowdin_charge:R:1
C -0.13439 -0.80168 -2.87214 0.0783
C -0.47884 -0.61792 -1.61481 -0.2894
C 0.42590 -0.74094 -0.38325 -0.2429
C 1.60250 0.12269 -0.42356 -0.0558
C 1.91059 0.98912 0.52066 -0.0670
C 1.03124 1.28132 1.68545 -0.1698
C 0.27536 -0.00633 2.06648 -0.1365
C -0.49208 -0.56499 0.85616 -0.2979
N -1.48159 0.40868 0.42571 -0.0737
S -2.01217 0.08708 -1.14593 0.6347
O -2.94266 -0.96522 -1.07010 -0.2776
O -2.45473 1.24929 -1.85852 -0.2726
H -0.89199 -0.89478 -3.66161 0.0981
H 0.75879 -1.24758 -3.09813 0.0485
H 0.74841 -1.78776 -0.40135 0.1586
H 2.41373 -0.13060 -1.06660 0.1118
H 2.71560 1.62340 0.50505 0.0809
H 1.53360 1.60795 2.54676 0.0826
H 0.21164 2.12663 1.66723 0.1534
H 0.96909 -0.71334 2.36087 0.0991
H -0.36600 0.04461 2.85026 0.0807
H -1.05044 -1.51256 1.15118 0.1680
H -2.29156 0.44293 0.96021 0.0886
```

=====

c | The following is a DFT calculation (ωB97M-V/def2-TZVPD) of a molecular structure, C8H11NO2S.

Computed properties:
HOMO (eV): -8.1
Lowest unoccupied orbital energy (eV): -0.097
Net charge: 0

```
23
Properties=species:S:1:pos:R:3:lowdin_charge:R:1
C -2.20145 -0.21540 1.54538 -0.0386
C -1.89988 -1.66781 1.58373 -0.0285
C -1.56256 0.67932 0.74856 -0.0829
C -1.02393 -2.15724 0.67538 -0.0931
C 0.80767 0.80409 0.52968 -0.1694
C -0.49401 0.31265 -0.14968 -0.3052
C -0.41059 -1.25068 -0.26330 -0.0854
C 2.37154 0.66895 -1.50895 -0.1280
N 1.97029 0.31289 -0.21120 -0.3016
O 2.66217 -1.98489 -0.74723 -0.3179
O 1.95091 -1.52586 1.60263 -0.3110
S 1.86155 -1.27867 0.18384 0.7037
H -2.88800 0.02195 2.31193 0.0841
H -2.37701 -2.30445 2.18826 0.0624
H -1.69855 1.74382 0.64580 0.1133
H -0.86491 -3.12896 0.65857 0.0643
H 0.70104 1.93453 0.57808 0.1546
H 1.08276 0.43621 1.50764 0.1098
H -0.76236 0.58132 -1.14083 0.1321
H -0.17454 -1.60846 -1.35328 0.1448
H 3.29401 1.28934 -1.56217 0.0964
H 2.50558 -0.17949 -2.25899 0.1067
H 1.62260 1.21133 -2.11788 0.0893
```

=====

Quick one: most stable of them? b